1.
The following is a quantum chemistry calculation of C50H48N7OSSbSiTi as an isolated structure, from the OMol25 dataset.

DFT total energy ... -4170.162261 Eh
Frontier orbital gap ... 6.0334 eV
Energy relative to the best compared isomer or geometry (same formula, charge and spin) ... 0.0 kJ/mol

Geometry (Å):
Ti (-0.7141, -0.3151, -0.0780)
C (5.4246, -2.3127, 0.1586)
C (4.8609, -0.9785, 0.5634)
C (5.5819, 0.1912, 0.3519)
C (5.0259, 1.3987, 0.7408)
C (3.7681, 1.4034, 1.3180)
C (3.1084, 0.1924, 1.4963)
N (3.6532, -0.9795, 1.1321)
Sb (1.1336, -0.0124, 2.3051)
C (0.5926, 2.0811, 2.5283)
C (0.2968, 2.5706, 3.7991)
C (-0.1766, 3.8697, 3.9277)
C (-0.3339, 4.6422, 2.7915)
C (0.0127, 4.0952, 1.5563)
C (-0.1123, 4.8886, 0.2840)
N (0.4636, 2.8471, 1.4414)
C (-1.7495, -0.0722, 1.7011)
C (-2.3048, 0.4547, 2.8626)
C (-2.9647, -0.4068, 3.7205)
C (-3.0704, -1.7510, 3.3981)
C (-2.4935, -2.2288, 2.2269)
C (-2.6547, -3.6568, 1.8178)
N (-1.8307, -1.3744, 1.4345)
H (4.6080, -3.0048, -0.0398)
H (6.0438, -2.7329, 0.9549)
H (6.0439, -2.2279, -0.7347)
H (6.5554, 0.1495, -0.1202)
H (5.5627, 2.3263, 0.5821)
H (3.2855, 2.3300, 1.6006)
H (0.4350, 1.9408, 4.6687)
H (-0.4154, 4.2737, 4.9045)
H (-0.7054, 5.6581, 2.8519)
H (0.4729, 5.8088, 0.3295)
H (0.2361, 4.2849, -0.5523)
H (-1.1531, 5.1707, 0.1033)
H (-2.2153, 1.5072, 3.0967)
H (-3.4023, -0.0344, 4.6390)
H (-3.6083, -2.4351, 4.0401)
H (-3.1168, -4.2321, 2.6186)
H (-3.2993, -3.7124, 0.9387)
H (-1.6930, -4.1055, 1.5732)
C (-3.2861, 2.3742, 0.2425)
C (-2.5156, 2.3609, -1.0376)
C (-3.0207, 3.1990, -2.0608)
C (-2.3544, 3.3282, -3.2321)
C (-1.1132, 2.6746, -3.3810)
C (-0.3370, 2.8252, -4.5476)
C (0.8680, 2.1885, -4.6458)
C (1.3499, 1.4255, -3.5733)
C (0.6265, 1.2700, -2.4103)
S (1.3306, 0.5253, -1.0027)
C (-0.6627, 1.8578, -2.3233)
N (-1.4094, 1.6513, -1.1743)
H (-4.3302, 2.1079, 0.0703)
H (-3.2660, 3.3914, 0.6431)
H (-2.8547, 1.7132, 0.9766)
H (-3.9576, 3.7103, -1.8823)
H (-2.7432, 3.9338, -4.0417)
H (-0.7216, 3.4363, -5.3549)
H (1.4673, 2.2885, -5.5420)
H (2.3278, 0.9648, -3.6338)
C (2.2717, -5.1904, -0.0183)
N (1.5936, -4.0359, -0.5581)
C (1.4952, -3.6845, -1.9584)
C (0.5969, -2.4589, -1.8963)
O (0.2349, -1.8173, -2.8471)
N (0.2684, -2.2159, -0.5642)
C (0.8872, -3.1518, 0.1572)
N (0.7774, -3.2662, 1.4870)
H (2.7332, -5.7335, -0.8388)
H (1.5716, -5.8603, 0.4866)
H (3.0614, -4.9020, 0.6796)
H (1.0098, -4.4633, -2.5502)
H (2.4626, -3.4271, -2.3938)
H (0.4114, -2.4428, 1.9548)
H (1.5304, -3.7254, 1.9742)
C (-4.0961, 0.8034, -5.5233)
C (-4.9242, 0.7295, -4.4124)
C (-4.4859, 0.0898, -3.2592)
C (-3.2069, -0.4679, -3.1743)
C (-2.3808, -0.3619, -4.3003)
C (-2.8243, 0.2491, -5.4648)
Si (-2.6349, -1.4616, -1.6526)
C (-2.2851, -3.2056, -2.3807)
C (-1.7975, -4.2409, -1.5768)
C (-1.5700, -5.5185, -2.0709)
C (-1.8252, -5.8020, -3.4053)
C (-2.3107, -4.7949, -4.2264)
C (-2.5377, -3.5208, -3.7192)
C (-4.2711, -1.7940, -0.7093)
C (-5.0763, -2.9015, -0.9981)
C (-6.2697, -3.1308, -0.3254)
C (-6.6987, -2.2508, 0.6587)
C (-5.9242, -1.1396, 0.9592)
C (-4.7307, -0.9247, 0.2831)
H (-4.4425, 1.2815, -6.4320)
H (-5.9223, 1.1503, -4.4493)
H (-5.1637, 0.0076, -2.4162)
H (-1.3811, -0.7839, -4.2697)
H (-2.1682, 0.3019, -6.3256)
H (-1.5845, -4.0456, -0.5347)
H (-1.2007, -6.2959, -1.4106)
H (-1.6527, -6.7961, -3.7988)
H (-2.5198, -5.0010, -5.2693)
H (-2.9202, -2.7593, -4.3862)
H (-4.7663, -3.6047, -1.7629)
H (-6.8672, -4.0002, -0.5726)
H (-7.6278, -2.4300, 1.1856)
H (-6.2422, -0.4442, 1.7276)
H (-4.1344, -0.0616, 0.5518)

Forces on atoms 1 to 2 (eV/Å):
0.3 0.3 0.0
0.0 0.0 0.0

***

2.
The following is a quantum chemistry calculation of C50H49CrN5P2S2Si2 as an isolated structure in a non-equilibrium geometry, from the OMol25 dataset.

DFT total energy ... -5311.161161 Eh
Frontier orbital gap (alpha / beta) ... 5.4997 / 5.5661 eV
Charge ... -2
Energy relative to the best compared isomer or geometry (same formula, charge and spin) ... 0.0 kJ/mol
⟨S²⟩ ... 6.04
2S+1 ... 5

Geometry (Å):
Cr (0.0744, 0.4872, -0.0153)
S (0.2821, 0.5251, 2.3269)
C (1.7039, 0.9791, 3.2605)
S (2.9606, 1.9120, 2.6625)
C (1.6289, 0.5481, 4.6139)
C (0.4844, -0.1245, 5.1351)
N (-0.4288, -0.6728, 5.5996)
C (2.6733, 0.7868, 5.5565)
N (3.4810, 0.9411, 6.3712)
C (-1.5644, 5.4495, -1.3599)
Si (-1.2356, 3.6692, -0.7714)
C (-2.7616, 2.7654, -1.4363)
C (-1.3474, 3.8025, 1.1011)
C (0.2830, 3.0342, -1.5768)
C (0.2383, 1.9232, -2.4632)
C (0.6703, 2.0052, -3.8272)
C (0.4885, 0.9725, -4.6991)
C (-0.0902, -0.2262, -4.2448)
C (-0.3906, -0.3086, -2.9125)
N (-0.2217, 0.6915, -2.0275)
Si (1.6966, 4.2084, -1.7176)
C (1.8978, 5.1719, -0.1158)
C (3.3126, 3.3196, -2.0613)
C (1.5566, 5.5247, -3.0905)
H (-2.5604, 5.7829, -1.0351)
H (-1.5236, 5.5055, -2.4550)
H (-0.8289, 6.1590, -0.9597)
H (-3.6715, 3.0756, -0.9072)
H (-2.6716, 1.6806, -1.3448)
H (-2.8877, 2.9961, -2.5006)
H (-1.7714, 2.9112, 1.5667)
H (-1.9709, 4.6627, 1.3807)
H (-0.3529, 3.9392, 1.5388)
H (1.0880, 2.9432, -4.1681)
H (0.7702, 1.0834, -5.7419)
H (-0.2551, -1.0729, -4.8999)
H (-0.7355, -1.2472, -2.4962)
H (1.7465, 4.5080, 0.7438)
H (1.2024, 6.0134, -0.0390)
H (2.9175, 5.5701, -0.0455)
H (3.3935, 2.4607, -1.3856)
H (4.1662, 3.9849, -1.8769)
H (3.3843, 2.9483, -3.0914)
H (0.6368, 6.1106, -2.9932)
H (1.5643, 5.0796, -4.0932)
H (2.4080, 6.2178, -3.0345)
C (-2.5568, -2.9342, 1.4883)
N (-1.6832, -1.9007, 0.9321)
P (-2.2415, -0.3005, 0.6202)
C (-3.7477, -0.6538, -0.4040)
C (-4.9376, -1.1552, 0.1248)
C (-5.9815, -1.5377, -0.7086)
C (-5.8613, -1.4161, -2.0871)
C (-4.6880, -0.9113, -2.6260)
C (-3.6423, -0.5393, -1.7896)
C (-3.0530, 0.1992, 2.1850)
C (-2.6399, -0.2605, 3.4310)
C (-3.2216, 0.2356, 4.5917)
C (-4.2050, 1.2119, 4.5180)
C (-4.6058, 1.6989, 3.2787)
C (-4.0316, 1.1958, 2.1208)
P (-0.2308, -2.3005, 0.0717)
C (-0.8141, -3.8994, -0.6643)
C (-0.1882, -5.1320, -0.4987)
C (-0.6386, -6.2596, -1.1813)
C (-1.7158, -6.1770, -2.0494)
C (-2.3396, -4.9504, -2.2372)
C (-1.8824, -3.8274, -1.5629)
C (0.9584, -2.9116, 1.3108)
C (2.2331, -3.2152, 0.8312)
C (3.2292, -3.6454, 1.6950)
C (2.9598, -3.7635, 3.0533)
C (1.6980, -3.4459, 3.5394)
C (0.7007, -3.0194, 2.6710)
H (-3.2821, -3.3018, 0.7589)
H (-3.0975, -2.5427, 2.3502)
H (-1.9522, -3.7779, 1.8187)
H (-5.0553, -1.2450, 1.1968)
H (-6.8912, -1.9388, -0.2765)
H (-6.6813, -1.7058, -2.7335)
H (-4.5836, -0.8015, -3.7000)
H (-2.7326, -0.1389, -2.2213)
H (-1.8363, -0.9799, 3.5112)
H (-2.8681, -0.1346, 5.5470)
H (-4.6472, 1.6092, 5.4250)
H (-5.3566, 2.4788, 3.2142)
H (-4.3354, 1.5871, 1.1553)
H (0.6438, -5.2197, 0.1882)
H (-0.1430, -7.2120, -1.0280)
H (-2.0695, -7.0579, -2.5720)
H (-3.1822, -4.8650, -2.9151)
H (-2.3823, -2.8757, -1.7137)
H (2.4520, -3.0771, -0.2246)
H (4.2211, -3.8619, 1.3147)
H (3.7405, -4.0747, 3.7361)
H (1.4913, -3.4880, 4.6012)
H (-0.2595, -2.7274, 3.0757)
N (9.7433, -2.0104, -0.7894)
C (8.6365, -1.7042, -0.7034)
C (7.2483, -1.3342, -0.6127)
C (6.6661, -1.0131, 0.6159)
C (5.3289, -0.6717, 0.6904)
C (4.5320, -0.6381, -0.4662)
C (5.1280, -0.9679, -1.6955)
C (6.4649, -1.3057, -1.7696)
C (3.1622, -0.2600, -0.3966)
C (1.9923, 0.0861, -0.3460)
H (7.2764, -1.0267, 1.5100)
H (4.8738, -0.4007, 1.6380)
H (4.5167, -0.9405, -2.5882)
H (6.9245, -1.5438, -2.7199)

Forces on atoms 1 to 2 (eV/Å):
0.1 0.9 0.2
-0.3 0.0 0.3

***

3.
The following is a quantum chemistry calculation of a 10-piece molecular cluster, C50H50N10 overall in a non-equilibrium geometry, from the OMol25 dataset.

DFT total energy ... -2482.720426 Eh
Frontier orbital gap ... 9.4211 eV
Energy relative to the best compared isomer or geometry (same formula, charge and spin) ... 232.0 kJ/mol

Geometry (Å):
C (8.4392, 11.7236, 10.0276)
C (8.6513, 12.7227, 9.0961)
C (9.9694, 12.9684, 8.6679)
N (11.0576, 12.1785, 8.9804)
C (10.7680, 11.1887, 9.8755)
C (9.5376, 10.9544, 10.4333)
H (7.4399, 11.6672, 10.3945)
H (7.8452, 13.3080, 8.5724)
H (10.2410, 13.7886, 8.0201)
H (11.5994, 10.5261, 10.2087)
H (9.3926, 10.2738, 11.2729)
C (12.0148, 16.0320, 17.4771)
C (11.5872, 17.0090, 16.6125)
C (10.3019, 16.8261, 16.1432)
N (9.5007, 15.8245, 16.5164)
C (9.9578, 14.8879, 17.3207)
C (11.2606, 14.9481, 17.8350)
H (13.1032, 16.0772, 17.8510)
H (12.0124, 17.9223, 16.2875)
H (9.8342, 17.5545, 15.4166)
H (9.3318, 14.0147, 17.5384)
H (11.6743, 14.1537, 18.4467)
C (8.2770, 16.2682, 12.5826)
C (9.0784, 16.3270, 11.4320)
C (8.5309, 16.9381, 10.3277)
N (7.3687, 17.5377, 10.2976)
C (6.5431, 17.4900, 11.3572)
C (6.9701, 16.8305, 12.4985)
H (8.5863, 15.6366, 13.4087)
H (10.0734, 15.8584, 11.3269)
H (9.0327, 16.9610, 9.4013)
H (5.6124, 18.0823, 11.2657)
H (6.3740, 16.8142, 13.3607)
C (8.9840, 10.9354, 14.8047)
C (8.3061, 12.1808, 14.5848)
C (7.2430, 12.5386, 15.4144)
N (6.8840, 11.7114, 16.3811)
C (7.4351, 10.5280, 16.6191)
C (8.5096, 10.1118, 15.8346)
H (9.8133, 10.5942, 14.2344)
H (8.5912, 12.8636, 13.7667)
H (6.7211, 13.4713, 15.3650)
H (7.0516, 9.8973, 17.4041)
H (8.8845, 9.1277, 15.9927)
C (15.8706, 12.9275, 21.2708)
C (16.2144, 13.6911, 20.1676)
C (15.2123, 14.1709, 19.3768)
N (13.9406, 13.8540, 19.5602)
C (13.6002, 13.1588, 20.6195)
C (14.5197, 12.6230, 21.4971)
H (16.6548, 12.5459, 21.9698)
H (17.2501, 14.0349, 19.9688)
H (15.3899, 14.7953, 18.5120)
H (12.5842, 12.9019, 20.6990)
H (14.2099, 12.0397, 22.3457)
C (12.1626, 6.3175, 11.1951)
C (11.1412, 6.3210, 12.1432)
C (10.8416, 7.4804, 12.8624)
N (11.6183, 8.5418, 12.7360)
C (12.6906, 8.4656, 11.9910)
C (13.0106, 7.4089, 11.1350)
H (12.2853, 5.3889, 10.6150)
H (10.7029, 5.3791, 12.3938)
H (10.0964, 7.4313, 13.6320)
H (13.3257, 9.2970, 12.1411)
H (13.8334, 7.3874, 10.4871)
C (14.1400, 11.4608, 9.3392)
C (15.0485, 10.4606, 9.0339)
C (15.9154, 10.0131, 10.0216)
N (15.8730, 10.3777, 11.3117)
C (15.0224, 11.3539, 11.6163)
C (14.1457, 11.8939, 10.6773)
H (13.3948, 11.9026, 8.6340)
H (15.2079, 10.1669, 7.9602)
H (16.8324, 9.4407, 9.8117)
H (15.0211, 11.8300, 12.5813)
H (13.4498, 12.6202, 10.9936)
C (11.8885, 9.9073, 17.9950)
C (11.3438, 11.2419, 18.1300)
C (10.1969, 11.4368, 18.9193)
N (9.5573, 10.4006, 19.5112)
C (10.0410, 9.1860, 19.3043)
C (11.1898, 8.8959, 18.6233)
H (12.7409, 9.8018, 17.3301)
H (11.8292, 12.1338, 17.7485)
H (9.8700, 12.4325, 19.2698)
H (9.5250, 8.3574, 19.8299)
H (11.5215, 7.8876, 18.4210)
C (13.6446, 12.3047, 15.0436)
C (13.0257, 11.5869, 14.0084)
C (11.9208, 12.1086, 13.4296)
N (11.4490, 13.3466, 13.6485)
C (12.0775, 14.0843, 14.5996)
C (13.0865, 13.5591, 15.3379)
H (14.4947, 11.8634, 15.5467)
H (13.4021, 10.6002, 13.7939)
H (11.3557, 11.5543, 12.6600)
H (11.5527, 15.0115, 14.8304)
H (13.4849, 14.1461, 16.1504)
C (16.1488, 8.9989, 14.1549)
C (14.9575, 8.2075, 14.1692)
C (14.1980, 8.2339, 15.3199)
N (14.5069, 8.8960, 16.4222)
C (15.6179, 9.6025, 16.4188)
C (16.4365, 9.7079, 15.3467)
H (16.7552, 9.0628, 13.3032)
H (14.7240, 7.6226, 13.2698)
H (13.2720, 7.6489, 15.3665)
H (15.8495, 9.9778, 17.3938)
H (17.3742, 10.1871, 15.3645)

Forces on atoms 1 to 2 (eV/Å):
0.7 0.6 -0.6
0.6 0.9 -1.4

***

4.
The following is a quantum chemistry calculation of C50H51F3NO11SSrTe as an isolated structure, from the OMol25 dataset.

DFT total energy ... -3814.971470 Eh
Frontier orbital gap (alpha / beta) ... 6.4412 / 6.9120 eV
Charge ... -2
Energy relative to the best compared isomer or geometry (same formula, charge and spin) ... 8.4 kJ/mol
⟨S²⟩ ... 0.76
2S+1 ... 2

Geometry (Å):
Sr (0.4141, 1.1950, 1.7357)
O (-3.4397, 3.2389, -0.4107)
C (-2.2324, 2.9757, 0.1350)
O (-1.9274, 1.8770, 0.4940)
C (-1.3763, 4.2162, 0.2425)
O (-0.0666, 3.9175, 0.6225)
C (0.3883, 4.7062, 1.7259)
C (-0.1719, 4.2168, 3.0784)
O (-0.1210, 5.0115, 4.0305)
O (-0.5987, 3.0269, 3.0984)
H (-3.8998, 2.3864, -0.4521)
H (-1.8762, 4.8769, 0.9621)
H (-1.3923, 4.7193, -0.7321)
H (0.1259, 5.7582, 1.5819)
H (1.4754, 4.6166, 1.7351)
F (-5.2843, -7.3855, 2.8560)
C (-5.8916, -6.1742, 2.8866)
F (-6.6156, -6.1446, 4.0254)
F (-6.7938, -6.2059, 1.8727)
C (-4.9297, -5.0442, 2.7749)
C (-4.9322, -4.0007, 3.6924)
C (-4.0392, -2.9551, 3.5581)
C (-3.1107, -2.9119, 2.5038)
C (-3.1279, -3.9826, 1.5854)
C (-4.0200, -5.0252, 1.7175)
C (-2.1981, -1.8374, 2.3585)
C (-1.4483, -0.8789, 2.1564)
H (-5.6377, -4.0098, 4.5130)
H (-4.0430, -2.1391, 4.2688)
H (-2.4168, -3.9656, 0.7697)
H (-4.0146, -5.8383, 1.0006)
C (-1.5519, -0.4931, 6.9707)
C (-0.2557, -0.4683, 6.1767)
S (-0.2517, 0.8903, 4.9791)
O (0.9735, 0.6290, 4.1317)
C (0.2173, 2.2606, 6.0719)
C (1.6864, 2.2256, 6.4548)
H (-1.5794, -1.3585, 7.6349)
H (-2.4082, -0.5544, 6.2979)
H (-1.6671, 0.4019, 7.5848)
H (-0.1656, -1.3482, 5.5377)
H (0.6335, -0.3996, 6.8044)
H (-0.4560, 2.2206, 6.9319)
H (-0.0201, 3.1526, 5.4868)
H (1.9228, 1.4116, 7.1443)
H (1.9633, 3.1664, 6.9332)
H (2.3053, 2.1084, 5.5653)
C (-1.2199, 2.6517, -9.1735)
C (-0.9957, 2.3069, -7.7240)
C (0.1850, 2.6286, -7.0793)
C (0.4006, 2.3130, -5.7346)
C (1.7451, 2.6860, -5.1570)
C (-0.5916, 1.6470, -5.0056)
Te (-0.3018, 1.1385, -2.8389)
N (0.4760, 0.4405, -0.8174)
C (1.4892, -0.3694, -0.5824)
O (1.7038, -0.8391, 0.5649)
C (2.4433, -0.7536, -1.6791)
C (2.4788, -2.0656, -2.1360)
C (3.3971, -2.4392, -3.1060)
C (4.2810, -1.5048, -3.6269)
C (4.2438, -0.1918, -3.1717)
C (3.3288, 0.1838, -2.1985)
C (-0.7481, -0.9199, -3.2236)
C (-1.6496, -1.5931, -2.3935)
C (-2.3719, -0.9477, -1.2416)
C (-1.9062, -2.9458, -2.6248)
C (-1.2927, -3.6484, -3.6466)
C (-1.5647, -5.1134, -3.8614)
C (-0.3815, -2.9697, -4.4434)
C (-0.0807, -1.6262, -4.2438)
C (0.9814, -1.0295, -5.1241)
C (-1.8073, 1.3504, -5.6424)
C (-2.9435, 0.6808, -4.9140)
C (-1.9867, 1.6727, -6.9833)
H (-0.3127, 3.0549, -9.6249)
H (-2.0102, 3.3984, -9.2837)
H (-1.5208, 1.7712, -9.7456)
H (0.9701, 3.1394, -7.6316)
H (2.4931, 1.9299, -5.4124)
H (1.7268, 2.7613, -4.0723)
H (2.0841, 3.6394, -5.5663)
H (1.7830, -2.7884, -1.7270)
H (3.4139, -3.4632, -3.4624)
H (4.9970, -1.7967, -4.3867)
H (4.9342, 0.5413, -3.5723)
H (3.2929, 1.2028, -1.8298)
H (-1.9801, 0.0365, -1.0021)
H (-2.2647, -1.5402, -0.3304)
H (-3.4392, -0.8659, -1.4751)
H (-2.6004, -3.4580, -1.9642)
H (-2.4043, -5.4484, -3.2516)
H (-0.6946, -5.7173, -3.5918)
H (-1.7965, -5.3227, -4.9078)
H (0.1410, -3.5047, -5.2317)
H (1.6330, -1.8184, -5.5031)
H (1.5986, -0.3243, -4.5688)
H (0.5451, -0.5030, -5.9742)
H (-3.1204, 1.1556, -3.9478)
H (-2.7186, -0.3700, -4.7149)
H (-3.8590, 0.7316, -5.5052)
H (-2.9312, 1.4267, -7.4624)
O (3.8333, 4.0756, 1.7494)
C (3.4618, 2.9107, 1.9457)
O (2.5633, 2.2770, 1.3147)
C (4.0825, 2.1551, 3.1247)
C (4.7574, 2.8656, 4.1086)
C (5.2787, 2.2385, 5.2442)
C (5.0983, 0.8808, 5.3294)
O (5.5050, 0.0271, 6.3396)
C (5.0229, -1.2603, 5.9639)
O (4.4233, -1.1728, 4.6868)
C (4.4472, 0.1667, 4.3444)
C (3.9239, 0.7662, 3.2295)
H (4.8515, 3.9347, 3.9717)
H (5.7875, 2.7890, 6.0250)
H (4.2795, -1.5962, 6.6964)
H (5.8635, -1.9610, 5.9258)
H (3.4041, 0.2078, 2.4615)

Forces on atoms 1 to 2 (eV/Å):
-0.3 -0.3 -0.4
0.0 0.1 -0.1